No. 1
The following is a quantum chemistry calculation of a molecular structure, C42H46N5O6Pt, from OMol25.

Summary:
2S+1: 1
HOMO level: -0.192 Ha
Charge: -1
Max |F|: 0.65 eV Å⁻¹
Calculated total energy: -67282.931 eV
HOMO-LUMO gap: 7.60 eV

Each line ends with the Mulliken charge.
Atoms and positions in Å:
Pt (0.047, -0.984, -0.575)  1.47
O (1.780, -1.936, -1.194)  -0.45
N (2.720, -2.638, -0.695)  -0.43
N (2.700, -2.848, 0.547)  0.61
O (0.390, -3.889, 1.617)  -0.58
C (3.863, -3.533, 0.991)  -0.38
C (5.095, -3.449, 0.340)  -0.24
C (6.196, -4.115, 0.853)  -0.65
C (6.095, -4.861, 2.021)  -0.37
C (4.874, -4.930, 2.677)  -0.71
C (3.766, -4.268, 2.170)  -0.14
H (5.174, -2.850, -0.556)  0.45
H (7.148, -4.039, 0.342)  0.35
H (6.961, -5.373, 2.420)  0.37
H (4.782, -5.501, 3.593)  0.37
H (2.810, -4.322, 2.677)  0.49
C (-1.079, 1.723, 3.619)  -1.68
C (-0.879, 2.763, 2.530)  1.46
C (-1.033, 4.184, 3.037)  -1.81
O (-1.823, 2.509, 1.489)  -0.42
C (-1.089, 2.310, 0.271)  0.75
C (0.218, 1.776, 0.825)  -1.78
O (0.405, 2.648, 1.943)  -0.51
C (1.426, 1.666, -0.114)  2.78
O (1.173, 0.615, -1.000)  -1.23
C (2.664, 1.398, 0.771)  0.33
C (3.657, 2.340, 1.020)  -0.32
C (4.740, 2.036, 1.836)  -0.93
C (4.850, 0.785, 2.421)  -0.78
C (3.861, -0.161, 2.184)  -0.91
C (2.782, 0.149, 1.372)  -0.38
C (1.648, 2.918, -0.969)  0.30
C (2.026, 2.762, -2.299)  -0.50
C (2.244, 3.868, -3.108)  -0.72
C (2.077, 5.151, -2.607)  -0.65
C (1.699, 5.317, -1.282)  -1.12
C (1.495, 4.210, -0.468)  0.18
C (-1.842, 1.404, -0.727)  0.90
O (-1.692, 0.058, -0.424)  -0.63
C (-3.354, 1.708, -0.723)  -0.28
C (-3.899, 2.929, -0.336)  -0.02
C (-5.264, 3.163, -0.441)  -1.05
C (-6.111, 2.184, -0.938)  -0.54
C (-5.574, 0.971, -1.346)  -0.92
C (-4.211, 0.745, -1.244)  -0.22
C (-1.418, 1.767, -2.176)  0.23
C (-1.154, 0.764, -3.100)  0.03
C (-0.844, 1.070, -4.417)  -0.88
C (-0.810, 2.390, -4.843)  -0.72
C (-1.100, 3.398, -3.936)  -0.81
C (-1.407, 3.086, -2.621)  -0.38
H (-2.109, 1.756, 3.974)  0.38
H (-0.402, 1.917, 4.452)  0.37
H (-0.883, 0.727, 3.222)  0.30
H (-1.984, 4.299, 3.557)  0.39
H (-1.002, 4.873, 2.192)  0.40
H (-0.218, 4.424, 3.721)  0.37
H (-0.901, 3.283, -0.188)  0.14
H (0.049, 0.761, 1.199)  0.77
H (3.603, 3.320, 0.566)  0.36
H (5.505, 2.786, 2.007)  0.40
H (5.699, 0.546, 3.051)  0.39
H (3.931, -1.150, 2.620)  0.45
H (2.028, -0.603, 1.187)  0.42
H (2.118, 1.758, -2.688)  0.41
H (2.527, 3.722, -4.144)  0.40
H (2.235, 6.014, -3.243)  0.37
H (1.564, 6.313, -0.876)  0.44
H (1.212, 4.347, 0.568)  0.65
H (-3.264, 3.702, 0.071)  0.33
H (-5.667, 4.118, -0.124)  0.40
H (-7.176, 2.367, -1.015)  0.40
H (-6.219, 0.202, -1.757)  0.41
H (-3.780, -0.184, -1.588)  0.37
H (-1.166, -0.267, -2.774)  0.21
H (-0.620, 0.269, -5.111)  0.44
H (-0.559, 2.630, -5.869)  0.36
H (-1.078, 4.436, -4.247)  0.41
H (-1.645, 3.897, -1.943)  0.27
C (-1.737, -5.681, 1.177)  -1.21
N (-1.234, -4.724, 0.192)  0.13
C (0.180, -4.485, 0.360)  -0.36
C (-1.978, -3.597, -0.088)  0.94
N (-1.475, -2.428, -0.292)  -0.25
N (-3.352, -3.811, -0.127)  0.18
C (-4.244, -2.673, -0.112)  -1.28
C (-3.862, -4.945, -0.878)  -1.32
H (-1.371, -5.422, 2.173)  0.34
H (-1.377, -6.678, 0.917)  0.31
H (-2.820, -5.694, 1.202)  0.45
H (0.699, -5.448, 0.284)  0.22
H (1.156, -3.287, 1.486)  0.24
H (0.511, -3.839, -0.450)  0.18
H (-2.207, -1.765, -0.541)  0.16
H (-3.897, -1.914, 0.589)  0.35
H (-5.231, -3.012, 0.206)  0.35
H (-4.350, -2.210, -1.101)  0.49
H (-3.049, -5.610, -1.157)  0.42
H (-4.352, -4.601, -1.796)  0.37
H (-4.594, -5.509, -0.293)  0.33

Cartesian forces, eV/Å:
0.052 0.266 0.165
-0.356 -0.511 -0.175
0.260 0.342 0.070
-0.102 -0.082 0.048
0.303 -0.071 0.013
-0.060 -0.022 -0.021
0.014 0.003 0.007
-0.003 0.001 -0.001
0.005 0.002 0.000
-0.011 0.001 0.006
0.012 -0.007 -0.006
-0.001 0.006 0.003
0.001 0.000 0.000
0.000 0.001 0.001
0.001 -0.001 0.001
-0.012 0.001 -0.004
0.005 0.004 0.010
0.001 0.021 0.002
0.006 -0.002 -0.005
-0.006 -0.074 0.026
0.011 0.021 -0.024
0.015 -0.019 -0.013
0.003 0.001 -0.005
-0.028 0.011 -0.040
0.111 -0.071 0.102
0.023 0.013 -0.017
0.021 -0.011 -0.046
0.000 0.003 -0.001
0.001 0.001 0.004
-0.011 0.004 -0.005
-0.034 0.011 0.057
-0.051 0.024 0.017
0.006 -0.004 0.002
0.003 -0.002 -0.002
0.004 0.001 0.003
-0.001 -0.002 0.000
0.003 -0.002 0.000
0.003 0.003 -0.046
0.025 -0.015 0.071
0.009 0.032 -0.008
0.005 -0.004 -0.008
-0.011 -0.017 -0.003
-0.002 0.012 0.002
0.007 -0.008 0.002
-0.006 -0.007 0.004
0.021 -0.042 0.010
-0.005 0.017 0.028
0.002 0.009 -0.017
-0.001 -0.018 0.000
-0.005 0.009 0.010
-0.004 0.020 -0.014
0.000 0.000 0.001
0.000 0.000 -0.001
0.001 0.002 -0.004
-0.007 0.003 -0.013
0.013 0.002 0.002
-0.007 -0.004 0.010
-0.024 0.020 0.037
-0.026 0.010 0.005
-0.004 0.001 -0.001
0.000 -0.001 0.000
-0.001 -0.003 0.000
0.011 0.009 0.008
-0.007 0.004 -0.004
-0.002 -0.003 0.001
0.000 0.001 0.000
0.001 -0.001 0.000
-0.001 0.000 -0.001
0.005 -0.001 0.000
-0.001 0.002 0.002
0.000 0.001 0.000
0.000 0.001 0.001
0.000 0.000 0.001
-0.002 0.000 -0.001
0.007 -0.006 -0.007
0.000 -0.002 0.003
-0.001 0.000 0.000
0.001 -0.001 0.000
0.002 -0.002 -0.001
-0.014 -0.020 0.001
0.035 0.084 -0.048
-0.036 0.046 -0.037
0.105 0.016 0.137
-0.095 0.016 -0.344
-0.047 -0.056 0.125
-0.004 0.007 -0.015
0.000 0.027 -0.062
-0.006 0.002 0.002
0.002 0.001 0.002
0.016 -0.008 0.004
-0.058 -0.022 0.040
-0.151 0.062 -0.031
0.060 -0.035 0.007
0.008 -0.010 -0.022
0.004 0.002 -0.002
0.003 0.003 0.008
-0.004 -0.008 -0.006
-0.004 -0.009 0.017
0.019 0.000 -0.010
-0.016 0.015 -0.006

=====

No. 2
The following is a quantum chemistry calculation of 2 unconnected molecules or ions with the total composition CH2FIS, from OMol25.

Summary:
2S+1: 1
HOMO level (alpha / beta): -0.328 / -0.321 Ha
Charge: 0
Max |F|: 4.07 eV Å⁻¹
Calculated total energy: -22718.838 eV
HOMO-LUMO gap (alpha / beta): 8.20 / 8.03 eV

Each line ends with the Mulliken charge.
Atoms and positions in Å:
C (0.092, -0.363, -0.176)  -0.10
F (0.133, -1.617, -0.568)  -0.15
S (-1.099, -0.075, 1.087)  -0.13
I (2.035, 0.477, 0.050)  0.10
H (-0.539, 0.461, -1.846)  0.13
H (-0.621, 1.117, 1.453)  0.14

Cartesian forces, eV/Å:
-0.770 2.324 -3.257
-0.037 -0.656 0.278
-0.105 -0.315 0.182
-0.224 -0.147 0.073
1.048 -1.244 2.789
0.088 0.038 -0.065

=====

No. 3
The following is a quantum chemistry calculation of 4 unconnected molecules or ions with the total composition C9H13Cl5N, from OMol25.

Summary:
2S+1: 1
HOMO level: -0.173 Ha
Charge: -1
Max |F|: 3.00 eV Å⁻¹
Calculated total energy: -73648.591 eV
HOMO-LUMO gap: 7.61 eV

Each line ends with the Mulliken charge.
Atoms and positions in Å:
Cl (3.630, 10.910, -12.466)  -0.83
Cl (8.665, 9.546, -11.096)  -0.20
C (6.947, 9.255, -11.544)  -0.35
C (6.849, 8.085, -12.589)  -0.14
Cl (7.418, 6.655, -11.858)  -0.21
H (6.421, 10.183, -11.768)  -0.01
H (6.450, 8.981, -10.613)  0.41
H (7.419, 8.327, -13.486)  0.17
H (5.800, 7.943, -12.848)  0.26
Cl (6.971, 11.138, -17.027)  -0.22
C (5.986, 10.924, -15.579)  -0.22
C (6.799, 11.602, -14.420)  -0.31
Cl (8.380, 10.851, -14.211)  -0.18
H (5.942, 9.846, -15.426)  0.19
H (4.983, 11.350, -15.600)  0.26
H (6.264, 11.538, -13.473)  0.02
H (7.024, 12.653, -14.603)  0.40
N (1.253, 13.961, -12.665)  -0.42
C (1.562, 13.404, -13.877)  -0.20
C (1.395, 14.094, -15.097)  -0.38
C (0.915, 15.400, -15.058)  -0.23
C (0.587, 15.957, -13.847)  -0.37
C (0.816, 15.243, -12.694)  -0.18
H (1.783, 12.347, -13.893)  0.37
H (1.554, 13.666, -16.076)  0.34
H (0.689, 15.862, -16.008)  0.34
H (0.161, 16.946, -13.768)  0.33
H (0.641, 15.633, -11.703)  0.36

Cartesian forces, eV/Å:
0.361 -0.143 -0.224
-0.180 0.146 0.007
-0.399 -0.742 0.067
-0.841 2.862 0.308
0.722 -1.919 0.576
0.366 -0.032 -0.795
0.140 -0.477 -0.067
0.027 -0.099 0.161
0.014 0.184 -0.005
-0.286 0.219 -1.072
1.172 0.382 1.904
-1.022 -0.107 -0.309
0.544 -0.315 0.034
-0.211 0.188 0.208
0.182 0.043 -0.391
-0.224 -0.175 -0.162
-0.348 -0.085 -0.323
0.312 0.389 -1.802
-1.232 0.749 0.217
-0.072 0.432 1.002
-0.174 -1.053 -0.542
-0.004 0.834 0.288
0.558 -1.765 0.417
0.501 -0.038 0.376
0.259 -0.416 0.164
0.066 0.439 0.042
0.003 0.144 -0.085
-0.232 0.355 0.007